Entry 1:
71
Properties=species:S:1:pos:R:3:mulliken_spin:R:1 method="wB97M-V/def2-TZVPD" multiplicity=5 charge=+3 e_tot_ha=-3739.31489 e_above_lowest_kj_mol=404.8 s2=6.122
Co 0.6273 0.1462 -1.1607 2.0168
P -0.3012 1.9450 0.1440 0.0886
P -1.7449 -0.6819 -0.8861 0.0216
P 2.6851 0.5052 -0.4968 -0.0628
H 0.0965 0.8117 -2.6706 -0.0024
C 1.2410 0.7049 -2.8250 -0.1228
C 1.7105 -0.5261 -3.3555 0.8537
H 1.3021 -0.7710 -4.3632 -0.0046
C -0.7183 3.3096 -0.9963 -0.0011
C -1.7854 2.0598 1.2027 0.0150
C 0.7374 2.8001 1.3992 0.0125
C -2.1507 -2.4091 -1.4298 0.0278
C -2.5776 -0.9289 0.7529 0.0003
C -2.9479 0.3993 -1.7945 0.0156
C 3.8747 -0.7864 -1.0516 0.0137
C 3.3861 0.7347 1.1555 -0.0169
C 2.9233 2.2868 -1.1280 0.0211
H 1.6800 1.6316 -3.1842 0.0789
H 2.7236 -0.9030 -3.1782 0.0242
H -0.9374 4.1943 -0.3864 -0.0006
H -1.5895 3.0438 -1.5992 -0.0008
H 0.0853 3.5288 -1.6986 0.0008
H -1.8045 3.0646 1.6437 0.0044
H -1.7680 1.3468 2.0233 -0.0032
H -2.7158 1.8925 0.6674 0.0009
H 0.1921 3.6796 1.7642 -0.0014
H 1.7007 3.1412 1.0355 -0.0018
H 0.9478 2.1411 2.2446 0.0000
H -2.9155 -2.3593 -2.2149 -0.0002
H -2.5769 -2.9678 -0.5856 0.0033
H -1.2847 -2.9838 -1.7763 0.0119
H -3.2599 -0.1210 1.0321 0.0006
H -1.8314 -1.0976 1.5362 0.0006
H -3.1887 -1.8383 0.7170 -0.0006
H -3.7673 -0.2444 -2.1350 -0.0006
H -2.4732 0.8515 -2.6765 0.0003
H -3.3420 1.1885 -1.1374 0.0006
H 4.1529 -1.3383 -0.1436 0.0037
H 4.7360 -0.2812 -1.5104 -0.0022
H 3.3866 -1.4863 -1.7355 -0.0060
H 4.3124 1.3012 1.0022 -0.0018
H 3.6472 -0.2478 1.5526 -0.0014
H 2.7568 1.2774 1.8601 0.0021
H 3.8919 2.2998 -1.6508 -0.0027
H 2.9257 2.9807 -0.2784 0.0005
H 2.1166 2.6178 -1.8061 0.0012
C -0.4694 -3.1068 -4.2938 0.1944
C -0.6628 -1.8019 -3.8116 0.0190
C -1.3419 -0.8615 -4.5865 0.0345
C -2.2506 -1.3303 -5.5438 0.2106
C -2.3874 -2.7221 -5.7397 0.0696
C -1.4508 -3.5934 -5.1708 0.0088
S 0.8491 -4.1531 -3.7875 0.2810
H 0.0983 -5.1314 -3.3342 0.0119
H -0.1289 -1.4729 -2.9081 0.1882
H -1.1640 0.2248 -4.4738 -0.0026
H -2.8460 -0.5584 -6.0475 -0.0034
H -3.1787 -3.1148 -6.3863 0.0024
H -1.3863 -4.6468 -5.4257 -0.0027
C 0.5076 -0.6374 2.6634 0.0004
C 0.6765 -1.7274 1.6958 0.0174
N 0.7577 -1.7127 0.3603 -0.0427
C 0.9524 -3.0376 -0.0244 0.0030
C 1.0651 -3.8325 1.1001 0.0170
N 0.9105 -2.9747 2.1702 0.0017
H -0.3942 -0.0785 2.4259 -0.0009
H 1.3771 0.0202 2.6617 0.0000
H 0.4093 -1.0821 3.6591 0.0000
H 1.0138 -3.3159 -1.0728 0.0066
H 1.2255 -4.8952 1.2685 0.0003
H 0.9252 -3.2364 3.1537 -0.0013

***

Entry 2:
73
Properties=species:S:1:pos:R:3:mulliken_charge:R:1 method="wB97M-V/def2-TZVPD" charge=-1 e_tot_ha=-3332.08604
C 3.9276 1.3709 -1.0987 -1.1021
C 3.0524 2.6568 -0.7428 0.3855
N 3.4089 3.7953 -1.3202 -0.5860
C 1.7812 2.6537 0.2340 -0.2780
Ga 0.5241 4.2558 -0.2209 0.4024
C -1.4825 3.7852 -0.1321 -0.6197
C -2.0577 3.0624 -1.4428 -0.4337
O -3.1844 2.1635 -1.1659 -0.3161
C -2.7379 0.8777 -0.8125 0.2349
O -2.5174 -0.0342 -1.6331 -0.5734
H 3.9184 0.5505 -0.3156 0.2495
H 3.6225 0.9520 -2.1236 0.2443
H 5.0197 1.7126 -1.2232 0.3251
H 4.2428 3.6266 -1.9144 0.1862
H 2.2161 2.8420 1.2809 0.0932
H 1.2422 1.6450 0.2437 0.1958
H 0.7987 5.3855 0.9164 -0.3745
H 0.9504 4.9380 -1.6302 -0.3471
H -2.0600 4.7780 -0.0440 0.2086
H -1.7843 3.1560 0.7757 0.2730
H -1.2443 2.5085 -2.0374 0.2649
H -2.4527 3.8677 -2.1618 0.2401
H -2.5136 0.6574 0.2829 0.2989
C 1.6566 0.8544 5.0813 -1.1809
C 1.5127 0.6471 3.5957 0.8406
O 1.2202 1.5633 2.8564 -0.4786
C 1.7464 -0.7429 3.0637 -1.0837
H 1.4602 1.9012 5.3207 0.2933
H 0.9356 0.2316 5.6154 0.3400
H 2.6737 0.6083 5.3946 0.3350
H 1.0295 -1.4370 3.5080 0.3528
H 2.7673 -1.0600 3.2871 0.3221
H 1.6088 -0.7432 1.9806 0.2262
C -4.0309 -3.1773 -4.7982 -1.1733
C -3.4929 -3.7934 -3.5342 0.7719
O -3.1782 -4.9696 -3.4885 -0.5984
C -3.3599 -2.8991 -2.3321 -0.7101
H -4.0724 -3.9368 -5.5817 0.3178
H -5.0395 -2.7963 -4.6259 0.3363
H -3.3733 -2.3702 -5.1271 0.3310
H -4.3393 -2.5066 -2.0510 0.2340
H -2.6736 -2.0806 -2.5519 0.3296
H -2.9602 -3.4754 -1.4948 0.1974
C 5.1776 6.1857 0.7203 -0.6942
C 6.6637 6.3999 0.8073 0.8066
O 7.2941 6.0888 1.8016 -0.5806
C 7.3448 7.0161 -0.3872 -1.0383
H 4.8219 5.7358 1.6487 0.2616
H 4.6712 7.1428 0.5789 0.3250
H 4.9463 5.5095 -0.1062 0.0458
H 6.9342 8.0099 -0.5775 0.3040
H 7.2095 6.3776 -1.2625 0.2900
H 8.4139 7.1117 -0.1852 0.2931
C 0.0186 -6.0938 -1.9790 -0.7881
C -0.0053 -6.1843 -0.4769 0.8182
O 0.7771 -5.5547 0.2081 -0.5741
C -1.0385 -7.0868 0.1453 -1.0126
H 0.8110 -5.4092 -2.2875 0.2798
H 0.2194 -7.0780 -2.4077 0.3370
H -0.9373 -5.7101 -2.3430 0.0720
H -0.8845 -8.1147 -0.1897 0.3418
H -2.0404 -6.7472 -0.1261 0.2522
H -0.9398 -7.0542 1.2322 0.2808
C -5.3497 -1.9650 1.2625 -0.8971
C -5.5131 -3.0705 2.2713 0.7592
O -6.0712 -2.8796 3.3342 -0.5697
C -4.9575 -4.4234 1.9115 -1.0181
H -5.7958 -1.0488 1.6538 0.3249
H -4.2885 -1.7861 1.0762 0.2292
H -5.8571 -2.2325 0.3332 0.2780
H -3.8791 -4.3524 1.7536 0.2611
H -5.4472 -4.7990 1.0104 0.3124
H -5.1464 -5.1213 2.7294 0.3253

***

Entry 3:
82
Properties=species:S:1:pos:R:3:mulliken_charge:R:1 method="wB97M-V/def2-TZVPD" charge=+1 e_tot_ha=-3228.60865 e_above_lowest_kj_mol=2551.7
K 4.1901 -1.6405 0.1309 1.0889
K 2.6088 -0.5879 -2.2723 0.9589
C 1.8942 -0.2872 0.7238 -1.9215
O 2.5323 -0.5953 -0.4537 -1.7170
H 1.0401 -0.9433 0.8917 3.2027
H 2.4844 -0.3996 1.6333 1.2145
H 1.6459 0.7741 0.7311 0.3900
C -3.3032 -3.4108 4.6097 -0.3679
C -1.9800 -4.1865 4.4326 -0.2889
O -0.8581 -3.2742 4.3548 -0.4268
C -0.5920 -2.6727 3.1948 0.2684
O -1.1641 -2.8871 2.1183 -0.5173
O 0.5563 -2.0035 3.4361 -0.3696
C 1.0623 -1.3358 2.2831 -2.7353
H -3.3994 -3.0604 5.6374 0.3479
H -4.1652 -4.0387 4.3841 0.4160
H -3.4922 -2.6462 3.8562 -0.3965
H -1.9795 -4.9050 3.6129 0.3129
H -1.9946 -4.7117 5.3875 0.2906
H 1.7278 -0.5555 2.6526 0.5614
H 0.3252 -0.8909 1.6146 -1.7121
H 1.5448 -2.1049 1.6800 0.4353
C -3.8526 -1.5971 1.3794 -0.3299
C -4.2125 -0.7910 2.6421 -0.6888
O -2.8634 -0.4895 3.1003 -0.2573
C -2.0971 0.4166 2.4822 0.7114
O -2.5710 1.2504 1.6796 -0.6028
O -0.8010 0.2753 2.8735 -0.1768
C 0.1728 1.0763 2.1412 -1.0951
H -2.9029 -2.1093 1.5336 0.4239
H -3.6850 -1.0152 0.4730 0.2334
H -4.6257 -2.3607 1.2946 0.4813
H -4.6464 -1.4454 3.3982 0.3660
H -4.9857 -0.0401 2.4801 0.3583
H -0.0429 1.1053 1.0731 -0.6442
H 1.2385 0.9554 2.3351 0.4256
H -0.0393 2.1213 2.3672 0.7102
C 3.8044 2.1336 -0.2341 -0.9654
C 3.6272 3.6798 -0.0506 -0.5851
O 2.7889 4.2378 -1.1193 -0.3464
C 1.4634 3.9364 -1.2612 0.6627
O 0.8886 3.0699 -0.6583 -0.4164
O 1.0136 4.8416 -2.1841 -0.3669
C -0.3125 4.8136 -2.7310 -0.6406
H 4.6304 1.8501 0.4182 0.5040
H 4.2148 2.1272 -1.2439 0.1800
H 3.0475 1.4240 0.1000 0.5507
H 4.6145 4.1210 0.0863 0.3913
H 3.0825 3.8305 0.8815 0.3098
H -0.7956 5.5969 -2.1469 0.2945
H -0.7913 3.8347 -2.7064 0.3213
H -0.2106 5.0805 -3.7829 0.2301
C -0.8610 -1.9345 0.6116 -0.1827
C -0.1132 -1.7829 -0.7480 -0.1411
O -1.1498 -1.7747 -1.7677 -0.3241
C -0.9822 -1.9699 -3.0448 0.2714
O -1.9347 -2.4294 -3.6748 -0.6056
O 0.3662 -1.8829 -3.4788 -0.0888
C 0.6875 -2.2341 -4.8178 -0.8649
H -0.2334 -2.0478 1.4956 1.6937
H -1.3971 -2.8830 0.5768 1.0194
H -1.5609 -1.1554 0.9136 -0.3317
H 0.6166 -2.5822 -0.8770 0.6309
H 0.5338 -0.9079 -0.6848 0.0802
H 1.7181 -2.0503 -5.1216 0.2899
H 0.1580 -1.4919 -5.4152 0.3492
H 0.3767 -3.2518 -5.0537 0.2995
C -0.8082 0.7882 -0.2690 -0.7654
C 0.1731 0.5021 -1.4521 -0.0596
O 0.1958 1.5645 -2.3899 -0.1409
C 1.2325 1.7473 -3.2709 0.8100
O 2.2443 1.0123 -3.2935 -0.7852
O 0.9494 2.8064 -3.9810 -0.1582
C 1.8203 3.3268 -4.9209 -0.7212
H -1.8242 0.8835 -0.6520 0.7070
H -0.6066 1.7706 0.1580 0.8094
H -0.6976 -0.1031 0.3486 -0.8365
H -0.0083 -0.4586 -1.9339 0.1034
H 1.1440 0.4647 -0.9580 -0.0297
H 2.8651 3.2459 -4.6211 0.3505
H 1.4889 4.3610 -5.0147 0.2444
H 1.7715 2.9012 -5.9232 0.3028

***

Entry 4:
72
Properties=species:S:1:pos:R:3:mulliken_spin:R:1 method="wB97M-V/def2-TZVPD" multiplicity=3 charge=+4 e_tot_ha=-4825.69328 s2=2.304
Mo 0.1077 0.5323 -0.5473 1.3818
P -1.0380 -0.1006 1.6015 -0.0558
P -1.9054 1.7661 -1.3050 -0.0966
P 1.3552 2.0616 0.7629 -0.0540
H 1.9577 -3.6343 1.8596 -0.0009
C 1.2104 -3.2744 2.5770 0.0025
C 0.0611 -3.9168 2.8506 0.0041
H -0.0569 -4.9829 2.6121 -0.0006
C -2.2075 -1.5462 1.6298 0.0183
C -2.3991 1.1193 2.1669 0.0617
C -0.2456 -0.1424 3.2987 0.0251
C -2.0989 2.4403 -3.0213 0.0086
C -3.5724 0.9629 -1.2579 0.0223
C -2.2270 3.3542 -0.4137 0.0377
C 2.6895 1.0496 1.5328 0.0324
C 0.6267 3.0346 2.1447 0.0379
C 2.3646 3.4186 0.0271 -0.0072
H 1.5850 -2.4867 3.2348 0.0006
H -0.7103 -3.4783 3.5029 0.0001
H -1.6481 -2.4689 1.8143 0.0014
H -2.7481 -1.6242 0.6802 -0.0131
H -2.9330 -1.4064 2.4400 -0.0009
H -3.1948 1.2202 1.4161 -0.0064
H -1.9953 2.1101 2.4165 0.0031
H -2.8277 0.6721 3.0776 0.0028
H 0.2152 -1.1250 3.4314 0.0001
H -1.0281 -0.0042 4.0517 0.0010
H 0.5266 0.6230 3.4131 0.0003
H -2.9612 3.1231 -3.0308 -0.0010
H -2.2764 1.6158 -3.7199 -0.0012
H -1.2017 2.9847 -3.3518 0.0052
H -4.3547 1.7290 -1.3855 -0.0015
H -3.7541 0.4127 -0.3285 -0.0055
H -3.6316 0.2531 -2.0945 0.0007
H -2.9620 3.9194 -1.0059 -0.0004
H -1.3082 3.9474 -0.3304 -0.0012
H -2.6284 3.1822 0.5908 -0.0003
H 3.1833 1.6203 2.3349 0.0027
H 3.4270 0.8092 0.7548 -0.0025
H 2.3010 0.1075 1.9395 -0.0094
H 1.4333 3.6170 2.6129 -0.0004
H 0.1588 2.4065 2.9073 0.0021
H -0.1276 3.7323 1.7566 -0.0018
H 2.8193 4.0105 0.8356 -0.0024
H 1.7254 4.0655 -0.5859 -0.0068
H 3.1518 3.0056 -0.6135 0.0011
C 2.7905 1.1384 -2.4812 0.1625
C 3.1065 -0.0531 -1.8309 0.0077
C 4.4398 -0.4961 -1.7461 0.0240
C 5.4557 0.2228 -2.3817 0.1416
C 5.1385 1.4062 -3.0738 -0.0015
C 3.8135 1.8654 -3.1202 0.0701
Se 0.9162 1.9621 -2.4653 0.3816
H 0.0996 -1.1314 1.3075 0.0092
H 2.3120 -0.6927 -1.4119 -0.0341
H 4.6591 -1.4179 -1.1993 -0.0009
H 6.4861 -0.1423 -2.3423 0.0004
H 5.9236 1.9754 -3.5796 0.0019
H 3.5672 2.7870 -3.6509 -0.0036
C -2.7817 -2.5409 -2.2499 0.0056
N -1.9060 -3.3902 -1.4621 -0.0082
C -2.2509 -4.6034 -0.8888 -0.0131
C -1.2005 -4.9989 -0.1293 -0.0130
N -0.2160 -4.0336 -0.2583 -0.0110
C -0.6740 -3.0154 -1.0392 0.0346
S 0.1063 -1.6116 -1.5906 -0.1359
H -3.3322 -1.8321 -1.6165 -0.0022
H -2.1815 -1.9820 -2.9730 0.0005
H -3.5037 -3.1758 -2.7698 -0.0003
H -3.2004 -5.0725 -1.0877 -0.0013
H -1.0650 -5.8834 0.4669 -0.0002
H 0.6397 -3.9995 0.2910 0.0020

***

Entry 5:
72
Properties=species:S:1:pos:R:3:mulliken_spin:R:1 method="wB97M-V/def2-TZVPD" multiplicity=5 charge=+4 e_tot_ha=-2559.24527 s2=6.089
Pd -0.5961 0.6283 0.8191 1.0340
P -2.5078 -0.5688 0.6275 0.2135
P 0.6325 1.6468 -4.2224 0.0019
P 0.4454 0.6655 2.9668 0.2312
H -2.2034 2.5338 0.7103 0.0374
C -1.1420 2.4876 0.5402 -0.1139
C -0.3867 2.9032 -0.6034 0.2454
H -0.6041 2.6322 -1.6251 0.1768
C -3.9188 0.3300 1.3197 0.0249
C -2.7373 -0.8605 -1.1319 0.0442
C -2.3711 -2.1546 1.4825 0.0366
C 0.0941 2.1864 -5.8572 0.0004
C 1.9556 0.4336 -4.3898 0.0004
C -0.7413 0.8647 -3.3687 -0.0488
C 2.2827 0.5094 3.0730 0.0351
C -0.0730 -0.7828 3.9589 0.0362
C -0.0359 2.1182 4.0025 0.0268
H -0.7848 3.1123 1.3674 0.0413
H 0.1048 3.8422 -0.4183 0.0044
H -4.7295 -0.3237 1.6266 0.0083
H -4.3138 1.0389 0.5917 -0.0012
H -3.5930 0.8986 2.1920 0.0012
H -3.6889 -1.3331 -1.3636 0.0143
H -1.9421 -1.5075 -1.5290 -0.0109
H -2.6834 0.0826 -1.6835 -0.0031
H -3.3159 -2.6953 1.5158 0.0134
H -2.0361 -2.0050 2.5092 -0.0087
H -1.6409 -2.7963 0.9989 -0.0043
H -0.1391 1.3324 -6.5240 -0.0001
H 0.8969 2.8090 -6.2848 -0.0001
H -0.8027 2.8146 -5.7348 0.0001
H 1.4914 -0.5608 -4.5373 -0.0005
H 2.5430 0.4466 -3.4516 0.0008
H 2.6232 0.6996 -5.2362 -0.0004
H -1.6106 1.5325 -3.4584 -0.0020
H -0.5174 0.7394 -2.2956 0.0375
H -0.9810 -0.1084 -3.8239 -0.0002
H 2.5745 -0.2217 3.8407 0.0116
H 2.7769 1.4664 3.2991 0.0036
H 2.6546 0.1526 2.1052 -0.0031
H 0.5179 -0.9289 4.8702 0.0079
H 0.0220 -1.6828 3.3420 -0.0074
H -1.1204 -0.6707 4.2457 0.0002
H 0.7132 2.4089 4.7560 0.0089
H -0.9804 1.9053 4.5251 0.0022
H -0.1981 2.9742 3.3396 -0.0010
C 2.6374 3.7972 -0.8369 0.0719
C 2.4098 3.3493 0.5831 0.1262
C 3.0213 3.9967 1.6520 0.0050
C 3.7963 5.1416 1.3873 0.2785
C 4.1668 5.4616 0.0739 -0.0597
C 3.7412 4.7095 -0.9998 0.1938
O 2.0812 3.3486 -1.8929 0.3351
H 1.1722 2.6962 -3.3874 0.0026
H 1.6547 2.5358 0.7414 0.0620
H 2.9586 3.6169 2.6661 0.0242
H 4.2831 5.7190 2.1785 0.0012
H 4.8065 6.3233 -0.1482 0.0013
H 4.0726 4.8826 -2.0465 -0.0012
C 1.8017 -3.2720 1.3128 -0.0050
N 1.1589 -3.2536 0.0084 0.0801
C 0.6997 -4.3827 -0.6327 0.1126
C 0.1453 -4.0005 -1.8010 0.1503
N 0.2775 -2.6245 -1.8650 0.0452
C 0.9164 -2.1465 -0.7496 -0.0655
S 1.4481 -0.5754 -0.4013 0.5371
H 2.3252 -2.3281 1.4774 0.0024
H 1.0532 -3.4237 2.1028 0.0030
H 2.5207 -4.1016 1.3392 0.0039
H 0.8776 -5.3597 -0.2110 0.0055
H -0.2844 -4.5904 -2.5939 0.0025
H -0.0420 -2.0432 -2.6340 -0.0079

***

Entry 6:
71
Properties=species:S:1:pos:R:3:mulliken_spin:R:1 method="wB97M-V/def2-TZVPD" multiplicity=2 charge=+3 e_tot_ha=-3515.46917 e_above_lowest_kj_mol=4.9 s2=0.773
Yb -0.2269 -0.4000 0.9419 -0.0002
P 2.0491 1.2512 2.0546 0.0000
P -1.9152 2.1330 1.2891 0.0000
P 0.7853 1.2128 -1.2397 0.0006
H -0.8153 -3.1737 0.0388 0.0000
C 0.1135 -2.8656 -0.4921 -0.0018
C 1.3076 -2.7100 0.1538 -0.0001
H 1.4798 -3.0260 1.1884 0.0000
C 2.5420 0.8550 3.7773 0.0000
C 2.1291 3.0900 2.2119 0.0000
C 3.6800 1.0170 1.2383 0.0000
C -3.4401 1.5085 0.4667 0.0000
C -2.5625 2.5301 2.9573 0.0000
C -1.8068 3.8025 0.5212 0.0000
C 1.9726 0.2011 -2.1949 -0.0007
C 1.4432 2.8871 -1.5257 0.0000
C -0.7119 1.2921 -2.2866 -0.0017
H -0.0341 -2.5465 -1.5446 0.0004
H 2.1890 -2.3509 -0.3693 -0.0001
H 2.4582 -0.2284 3.9486 0.0000
H 1.9049 1.3768 4.5111 0.0000
H 3.5899 1.1654 3.9258 0.0000
H 1.3324 3.4387 2.8830 0.0000
H 2.0014 3.5670 1.2324 0.0000
H 3.1035 3.3759 2.6311 0.0000
H 3.8960 -0.0605 1.1738 0.0000
H 4.4568 1.5064 1.8447 0.0000
H 3.6807 1.4456 0.2226 0.0000
H -4.2311 2.2649 0.5505 0.0000
H -3.7684 0.5791 0.9602 0.0000
H -3.2280 1.3122 -0.5964 0.0000
H -3.4749 3.1378 2.8634 0.0000
H -1.7946 3.1032 3.5074 0.0000
H -2.7957 1.5921 3.4941 0.0000
H -2.7119 4.3762 0.7682 0.0000
H -1.7186 3.7048 -0.5753 0.0000
H -0.9221 4.3203 0.9297 0.0000
H 2.0335 0.5697 -3.2293 0.0002
H 1.6699 -0.8626 -2.2081 0.0002
H 2.9656 0.2680 -1.7173 -0.0001
H 1.5101 3.0835 -2.6068 0.0000
H 2.4471 2.9682 -1.0760 0.0000
H 0.7760 3.6315 -1.0590 0.0000
H -0.4463 1.5885 -3.3099 0.0010
H -1.4549 1.9919 -1.8811 -0.0003
H -1.1962 0.3049 -2.3068 -0.0003
C -0.4879 -2.6827 -5.2896 -0.0401
C -1.5461 -2.6727 -6.2297 0.3011
C -1.7996 -3.8163 -7.0035 0.2386
C -0.9539 -4.9283 -6.9491 -0.0185
C 0.2268 -4.8264 -6.2199 0.2399
C 0.5049 -3.6948 -5.4570 0.2603
S -0.2436 -1.4671 -4.1020 -0.0037
H -1.4099 -1.1910 -3.4112 -0.0036
H -2.1623 -1.7781 -6.3273 0.0083
H -2.6699 -3.8460 -7.6668 0.0012
H -1.1836 -5.8376 -7.5132 0.0055
H 0.9509 -5.6440 -6.2447 0.0019
H 1.4631 -3.5717 -4.9467 0.0119
C -0.6576 0.7739 5.1882 0.0000
C -0.7224 -0.5527 4.5247 0.0000
N -0.5771 -0.8754 3.2306 0.0000
C -0.6709 -2.2816 3.1828 0.0000
C -0.8909 -2.7589 4.4459 0.0000
N -0.9240 -1.6515 5.2685 0.0000
H -1.6493 1.0711 5.5599 0.0000
H 0.0173 0.7059 6.0565 0.0000
H -0.2921 1.5357 4.4941 0.0000
H -0.5610 -2.8383 2.2472 0.0000
H -0.9909 -3.7689 4.8122 0.0000
H -1.0316 -1.6319 6.2830 0.0000